# 1
Molecular formula: C25H28Cl5IrO2
Method: DFT, ωB97M-V/def2-TZVPD

CARTESIAN COORDINATES (ANGSTROEM)
O (-0.10, -0.31, -4.69)
C (-0.51, 0.60, -5.77)
C (-0.19, -0.35, -6.90)
H (0.08, 1.53, -5.83)
H (-1.58, 0.81, -5.69)
C (0.07, -1.32, -5.75)
H (0.68, -0.09, -7.50)
H (-1.06, -0.63, -7.51)
C (1.45, -1.96, -5.74)
H (2.22, -1.25, -5.41)
H (1.72, -2.33, -6.73)
H (1.44, -2.81, -5.05)
C (-1.06, -2.33, -5.75)
H (-2.02, -1.80, -5.66)
H (-0.96, -3.05, -4.94)
H (-1.06, -2.86, -6.71)
Ir (0.14, -0.36, -1.20)
C (-2.36, -1.03, -0.08)
C (-1.57, 0.18, -0.24)
C (-1.58, 0.51, -1.70)
H (-1.46, 0.95, 0.52)
C (-2.42, -0.51, -2.32)
C (-2.88, -1.40, -1.34)
H (-3.59, -2.22, -1.52)
H (-2.59, -1.50, 0.87)
H (-1.46, 1.54, -2.03)
H (-2.67, -0.50, -3.38)
C (1.18, -2.17, -0.26)
C (0.21, -2.62, -1.18)
C (0.55, -2.09, -2.47)
H (-0.64, -3.25, -0.97)
C (1.75, -1.31, -2.34)
C (2.13, -1.36, -0.95)
H (3.01, -0.90, -0.52)
H (1.25, -2.43, 0.79)
H (-0.02, -2.24, -3.38)
H (2.31, -0.83, -3.13)
O (2.52, 3.44, -4.83)
C (1.73, 2.50, -4.07)
C (0.50, 3.20, -3.46)
H (2.37, 2.06, -3.28)
H (1.45, 1.66, -4.73)
C (0.49, 4.61, -4.10)
H (0.67, 3.30, -2.39)
H (-0.43, 2.65, -3.62)
C (1.84, 4.72, -4.83)
H (0.36, 5.41, -3.36)
H (-0.32, 4.70, -4.84)
H (2.48, 5.46, -4.32)
H (1.71, 5.05, -5.87)
Cl (-0.11, -0.87, 2.23)
C (0.71, 0.57, 1.76)
C (0.99, 0.83, 0.42)
C (2.00, 1.75, 0.17)
Cl (3.08, 1.55, -1.16)
C (2.27, 2.78, 1.09)
Cl (3.05, 4.23, 0.62)
C (1.95, 2.57, 2.44)
Cl (2.56, 3.61, 3.65)
C (1.21, 1.42, 2.79)
Cl (1.00, 1.03, 4.43)

## Properties
Multiplicity: 6
Charge: +1
<S²>: 8.804
Energy relative to the best compared isomer or geometry (same formula, charge and spin) in kcal per mole: 0.0
HOMO (spin up / spin down) in eV: -8.6 / -11.6
Frontier orbital gap (spin up / spin down) in eV: 5.353 / 5.265

Atomic partial charges in e from the natural (NBO) method, atoms 1 to 4: atom 1 (O): -0.5984, atom 2 (C): -0.0632, atom 3 (C): -0.4640, atom 4 (H): 0.1951

=====

# 2
Molecular formula: H12O6
Method: DFT, ωB97M-V/def2-TZVPD

CARTESIAN COORDINATES (ANGSTROEM)
O (-0.98, 0.99, -0.78)
H (-0.69, 1.77, -0.28)
H (-0.26, 0.83, -1.40)
O (0.66, -2.36, 2.73)
H (0.32, -1.56, 2.31)
H (1.34, -2.04, 3.33)
O (-2.83, -1.60, -1.52)
H (-2.41, -0.73, -1.52)
H (-2.22, -2.16, -1.03)
O (-2.13, -0.57, 0.54)
H (-1.27, -0.59, 0.12)
H (-2.66, 0.00, -0.04)
O (4.03, -1.16, -1.49)
H (4.38, -0.78, -2.30)
H (3.96, -0.42, -0.89)
O (0.50, 3.45, 1.06)
H (-0.44, 3.26, 1.04)
H (0.71, 3.67, 0.14)

## Properties
Structure (SMILES): O.O.O.O.O.O
Energy relative to the best compared isomer or geometry (same formula, charge and spin) in kcal per mole: 64.3
HOMO in eV: -10.1
Frontier orbital gap in eV: 9.778

Atomic partial charges in e from the natural (NBO) method, atoms 1 to 4: atom 1 (O): -0.9606, atom 2 (H): 0.4801, atom 3 (H): 0.4818, atom 4 (O): -0.9340

=====

# 3
Molecular formula: C5H13N3O4S
Method: DFT, ωB97M-V/def2-TZVPD

CARTESIAN COORDINATES (ANGSTROEM)
C (-2.36, 1.77, 0.87)
C (-1.29, -1.56, -1.83)
C (-2.02, -1.62, 0.56)
C (2.97, 1.18, 0.06)
C (1.98, 1.48, -0.92)
N (0.85, 2.28, -0.66)
N (-1.23, -1.05, -0.51)
N (2.73, 1.61, 1.42)
O (-2.05, 2.11, 1.91)
O (-2.81, 1.42, -0.13)
O (1.11, -2.10, 0.16)
O (-0.01, -0.15, 1.36)
S (0.33, -0.63, 0.00)
H (-0.88, -2.57, -1.97)
H (-2.30, -1.57, -2.19)
H (-0.75, -0.87, -2.42)
H (-2.13, -0.96, 1.43)
H (-2.87, -1.89, 0.03)
H (-1.60, -2.57, 0.94)
H (3.87, 0.60, -0.07)
H (1.92, 0.91, -1.80)
H (-0.02, 2.10, -1.10)
H (0.76, 2.39, 0.29)
H (1.79, 1.45, 1.82)
H (3.33, 0.90, 2.00)
H (0.70, -2.66, 0.75)

## Properties
Energy relative to the best compared isomer or geometry (same formula, charge and spin) in kcal per mole: 0.0
HOMO in eV: -7.1
Frontier orbital gap in eV: 7.559

Atomic partial charges in e from the natural (NBO) method, atoms 1 to 4: atom 1 (C): 1.0238, atom 2 (C): -0.4227, atom 3 (C): -0.4249, atom 4 (C): -0.1166